# 1
ORCA calculation (ωB97M-V/def2-TZVPD) on a molecular structure, C19H21BClF2IrN6P in a non-equilibrium geometry.

Atoms and positions in Å:
1 Ir 0.258 -0.272 -1.168
2 C 2.835 0.203 3.765
3 N 2.688 0.025 2.346
4 C 3.636 -0.528 1.553
5 C 3.123 -0.565 0.284
6 N 1.873 -0.047 0.316
7 C 1.608 0.311 1.585
8 P 0.433 2.963 1.010
9 C 0.056 2.938 -0.760
10 N 0.285 1.944 -1.627
11 C 0.072 2.447 -2.864
12 C -0.267 3.773 -2.753
13 N -0.266 4.069 -1.435
14 C -0.563 5.354 -0.867
15 C -1.138 0.606 1.557
16 N -1.380 0.114 0.334
17 C -2.702 -0.145 0.245
18 C -3.291 0.214 1.429
19 N -2.314 0.689 2.231
20 C -2.519 1.147 3.576
21 H 3.876 0.042 4.032
22 H 2.221 -0.521 4.303
23 H 2.538 1.205 4.070
24 H 4.587 -0.844 1.929
25 H 3.579 -0.918 -0.620
26 H 0.190 1.855 -3.751
27 H -0.488 4.497 -3.509
28 H -0.386 6.121 -1.619
29 H 0.076 5.550 -0.002
30 H -1.608 5.401 -0.554
31 H -3.164 -0.555 -0.633
32 H -4.319 0.156 1.727
33 H -3.583 1.115 3.811
34 H -2.158 2.169 3.689
35 H -1.980 0.507 4.274
36 Cl 0.226 -2.687 0.162
37 C 0.108 -3.741 -1.196
38 C 0.341 -5.087 -1.018
39 C 0.266 -5.936 -2.114
40 C -0.010 -5.421 -3.380
41 C -0.190 -4.069 -3.561
42 C -0.179 -3.178 -2.465
43 C -0.520 -1.796 -2.646
44 H 0.578 -5.473 -0.040
45 H 0.436 -6.990 -1.981
46 H -0.086 -6.091 -4.223
47 H -0.404 -3.677 -4.544
48 H -1.428 -1.499 -2.098
49 H -0.567 -1.513 -3.693
50 F 0.317 1.488 3.348
51 B 0.288 1.038 2.071
52 F -0.982 3.612 1.471

E_LUMO (spin up / spin down) in eV: -8.81 / -9.04
Multiplicity: 2
<S²>: 0.82
Gap between HOMO and LUMO (spin up / spin down) in eV: 4.1 / 3.9
Energy relative to the best compared isomer or geometry (same formula, charge and spin) in eV: 1.208
Largest force on an atom in eV/Å: 4.3
Charge: +2

# 2
ORCA calculation (ωB97M-V/def2-TZVPD) on 3 unconnected molecules or ions with the total composition C5H17NO2 in a non-equilibrium geometry.

Atoms and positions in Å:
1 C -2.007 -1.485 1.026
2 C -1.620 -1.285 -0.385
3 N -0.466 -0.348 -0.488
4 C 0.245 -0.287 -1.830
5 C 0.842 -1.670 -2.086
6 C -0.820 0.970 0.129
7 H -1.862 -2.538 1.104
8 H -1.413 -1.047 1.953
9 H -3.035 -1.198 1.300
10 H -2.553 -1.089 -1.034
11 H -1.105 -2.202 -0.916
12 H 0.956 0.547 -1.517
13 H -0.406 -0.009 -2.628
14 H 0.701 -2.557 -1.340
15 H 1.924 -1.759 -2.122
16 H 0.447 -1.896 -3.106
17 H -1.928 1.084 0.467
18 H -0.626 1.748 -0.587
19 H -0.164 1.170 1.089
20 H 2.022 2.221 1.118
21 H 2.726 1.799 -0.181
22 O 2.023 2.372 0.154
23 H 1.048 0.817 1.859
24 H 1.236 0.405 3.272
25 O 1.159 1.312 2.792

E_LUMO in eV: 0.61
SMILES string: CCN(C)CC.O.O
Gap between HOMO and LUMO in eV: 8.9
Energy relative to the best compared isomer or geometry (same formula, charge and spin) in eV: 3.370
Largest force on an atom in eV/Å: 5.1

# 3
ORCA calculation (ωB97M-V/def2-TZVPD) on 4 unconnected molecules or ions with the total composition C2H13N2O3 in a non-equilibrium geometry.

Atoms and positions in Å:
1 C -0.146 1.185 -1.921
2 N -0.081 0.990 -0.465
3 C 0.509 -0.033 0.064
4 N 0.292 -0.425 1.304
5 H -0.542 2.150 -2.206
6 H -0.763 0.377 -2.310
7 H 0.845 1.100 -2.361
8 H -0.631 1.607 0.115
9 H 1.070 -0.720 -0.549
10 H -0.350 0.150 1.829
11 H 0.841 -1.097 1.806
12 H -1.980 2.231 2.379
13 H -2.959 1.886 1.212
14 O -2.032 1.928 1.467
15 H -1.196 -1.879 -0.935
16 H -1.605 -3.241 -1.049
17 O -0.818 -2.712 -1.259
18 H 2.998 -1.862 0.661
19 H 3.714 -0.670 1.244
20 O 2.832 -0.963 0.975

E_LUMO in eV: -2.79
Gap between HOMO and LUMO in eV: 11.7
Energy relative to the best compared isomer or geometry (same formula, charge and spin) in eV: 0.521
Largest force on an atom in eV/Å: 1.4
Charge: +1

# 4
ORCA calculation (ωB97M-V/def2-TZVPD) on a molecular structure, C34H101BF4LiN7O13 in a non-equilibrium geometry.

Atoms and positions in Å:
1 Li 8.857 8.219 -10.141
2 B 12.607 4.468 -8.808
3 F 12.735 3.887 -7.585
4 F 11.298 4.789 -9.093
5 F 13.325 5.631 -8.693
6 F 13.114 3.654 -9.870
7 C 10.926 5.374 -13.848
8 C 11.750 4.529 -12.814
9 O 12.119 5.440 -11.775
10 H 9.945 5.734 -13.537
11 H 10.761 4.887 -14.809
12 H 11.384 6.306 -14.179
13 H 12.677 4.201 -13.284
14 H 11.252 3.622 -12.471
15 H 12.254 4.817 -11.058
16 C 8.542 12.468 -13.663
17 C 7.605 12.208 -12.416
18 O 8.360 12.682 -11.345
19 H 8.933 13.460 -13.891
20 H 7.948 12.362 -14.571
21 H 9.368 11.769 -13.793
22 H 7.449 11.129 -12.406
23 H 6.613 12.659 -12.442
24 H 8.293 13.640 -11.319
25 C 11.255 9.217 -6.430
26 C 11.603 7.708 -6.270
27 O 10.525 6.985 -6.758
28 H 10.320 9.474 -5.931
29 H 11.021 9.396 -7.479
30 H 12.025 9.919 -6.112
31 H 11.703 7.365 -5.240
32 H 12.539 7.456 -6.768
33 H 10.661 6.088 -6.444
34 O 8.752 4.082 -9.140
35 H 8.646 3.454 -9.855
36 H 9.682 4.306 -9.153
37 O 8.652 10.300 -9.766
38 H 8.548 10.998 -10.413
39 H 7.917 10.418 -9.165
40 O 7.597 7.515 -11.515
41 H 6.778 7.894 -11.836
42 H 7.522 6.581 -11.712
43 C 12.552 13.619 -9.013
44 C 11.737 12.371 -8.721
45 C 10.738 12.561 -7.575
46 O 11.325 12.644 -6.255
47 C 10.361 12.783 -5.216
48 N 11.139 12.051 -10.014
49 H 13.296 13.330 -9.756
50 H 13.106 13.988 -8.151
51 H 12.019 14.427 -9.514
52 H 12.425 11.595 -8.387
53 H 10.036 11.745 -7.744
54 H 10.099 13.436 -7.691
55 H 10.758 12.537 -4.231
56 H 9.668 11.954 -5.358
57 H 9.943 13.788 -5.273
58 H 10.803 11.099 -9.982
59 H 10.296 12.606 -9.973
60 C 12.933 8.626 -9.992
61 C 11.452 8.640 -10.520
62 C 11.384 8.758 -12.060
63 O 10.035 8.972 -12.468
64 C 9.899 9.024 -13.881
65 N 10.792 7.422 -10.020
66 H 13.491 9.532 -10.228
67 H 13.509 7.785 -10.379
68 H 13.002 8.549 -8.906
69 H 10.896 9.455 -10.055
70 H 11.716 7.845 -12.555
71 H 12.011 9.606 -12.333
72 H 8.845 9.072 -14.154
73 H 10.303 8.146 -14.385
74 H 10.493 9.808 -14.351
75 H 11.240 7.281 -9.126
76 H 11.181 6.674 -10.576
77 C 4.200 5.262 -12.433
78 C 5.159 4.211 -11.983
79 C 4.987 2.890 -12.760
80 O 3.776 2.243 -12.400
81 C 3.871 1.562 -11.079
82 N 6.526 4.665 -12.067
83 H 4.393 5.485 -13.482
84 H 4.363 6.134 -11.800
85 H 3.147 4.984 -12.382
86 H 4.982 4.071 -10.917
87 H 5.823 2.201 -12.642
88 H 4.912 3.134 -13.819
89 H 4.559 0.724 -11.190
90 H 2.939 1.067 -10.805
91 H 4.137 2.208 -10.242
92 H 6.809 4.462 -13.015
93 H 7.094 3.998 -11.565
94 C 6.031 6.186 -8.665
95 C 7.082 7.101 -7.950
96 C 6.980 6.880 -6.394
97 O 5.714 7.398 -5.908
98 C 5.688 7.716 -4.518
99 N 8.384 6.868 -8.482
100 H 6.218 5.138 -8.431
101 H 6.039 6.330 -9.746
102 H 5.006 6.401 -8.364
103 H 6.852 8.135 -8.208
104 H 7.738 7.422 -5.828
105 H 7.264 5.853 -6.161
106 H 4.674 7.735 -4.120
107 H 6.235 8.646 -4.362
108 H 6.282 6.950 -4.018
109 H 8.449 5.863 -8.552
110 H 9.028 7.036 -7.722
111 C 4.116 11.415 -10.984
112 C 3.618 10.015 -10.841
113 C 4.772 9.019 -10.967
114 O 5.587 9.032 -12.125
115 C 4.786 8.724 -13.322
116 N 2.845 9.874 -9.620
117 H 4.614 11.564 -11.942
118 H 4.786 11.709 -10.176
119 H 3.336 12.165 -10.857
120 H 2.951 9.879 -11.692
121 H 4.387 8.010 -10.824
122 H 5.393 9.305 -10.117
123 H 5.390 8.625 -14.223
124 H 4.162 9.609 -13.448
125 H 4.111 7.876 -13.204
126 H 3.334 9.705 -8.752
127 H 2.366 10.743 -9.434
128 C 5.946 12.930 -8.015
129 C 6.773 12.140 -7.052
130 C 6.221 12.213 -5.656
131 O 6.820 11.279 -4.754
132 C 6.291 11.133 -3.445
133 N 6.781 10.746 -7.472
134 H 4.924 12.552 -7.998
135 H 6.366 12.797 -9.012
136 H 5.982 14.002 -7.821
137 H 7.791 12.528 -7.080
138 H 5.136 12.108 -5.657
139 H 6.311 13.221 -5.251
140 H 5.277 10.755 -3.579
141 H 6.440 12.080 -2.928
142 H 6.847 10.374 -2.894
143 H 7.173 10.337 -6.636
144 H 5.862 10.367 -7.652
145 C 5.687 3.348 -17.182
146 C 7.182 3.659 -17.186
147 C 7.635 4.807 -16.239
148 O 7.187 6.064 -16.608
149 C 7.579 7.037 -15.684
150 N 7.880 2.422 -16.981
151 H 5.367 3.087 -16.173
152 H 5.409 2.582 -17.906
153 H 5.134 4.258 -17.415
154 H 7.437 4.099 -18.150
155 H 8.722 4.889 -16.243
156 H 7.266 4.587 -15.238
157 H 7.180 8.033 -15.876
158 H 8.659 7.163 -15.614
159 H 7.236 6.891 -14.660
160 H 7.356 1.806 -17.585
161 H 8.675 2.522 -17.596

E_LUMO in eV: 0.13
Gap between HOMO and LUMO in eV: 8.9
Largest force on an atom in eV/Å: 3.2

Which formula does entry 3 have?
C2H13N2O3

Among the records above, which one has the lowest largest force on an atom?
C2H13N2O3